Entry from the Open Molecules 2025 dataset: 13 unconnected molecules or ions with the total composition C48H122N5O25P5 in a non-equilibrium geometry (the ωB97M-V functional and the def2-TZVPD basis).

Each line ends with the Löwdin charge.
Atoms and positions in Å:
C: 8.205 10.402 -10.807  -0.0976
C: 6.733 10.031 -10.890  -0.2682
C: 5.978 10.598 -9.695  -0.2210
C: 4.479 10.880 -9.948  -0.2051
C: 3.610 9.602 -9.785  -0.2500
C: 2.180 9.889 -10.251  -0.1163
H: 8.310 11.486 -10.851  0.0414
H: 8.679 9.936 -11.672  0.0736
H: 8.751 10.106 -9.911  0.0785
H: 6.274 10.396 -11.809  0.0892
H: 6.585 8.953 -10.826  0.1008
H: 6.407 11.587 -9.532  0.0791
H: 6.202 9.999 -8.812  0.1184
H: 4.132 11.510 -9.129  0.1051
H: 4.244 11.300 -10.926  0.0935
H: 4.038 8.782 -10.361  0.0910
H: 3.635 9.376 -8.719  0.1078
H: 1.605 8.963 -10.282  0.0619
H: 1.729 10.518 -9.484  0.0693
H: 2.042 10.308 -11.248  0.0492
C: 6.593 13.810 -12.720  -0.1010
C: 6.989 14.209 -11.316  -0.2790
C: 8.507 14.287 -11.106  -0.2014
C: 8.817 14.587 -9.625  -0.2259
C: 8.477 15.981 -9.213  -0.2990
C: 9.108 16.373 -7.888  -0.1055
H: 6.923 12.782 -12.870  0.0732
H: 7.046 14.533 -13.398  0.0743
H: 5.514 13.805 -12.872  0.0522
H: 6.460 15.077 -10.924  0.0975
H: 6.536 13.446 -10.684  0.0850
H: 8.925 15.002 -11.814  0.1126
H: 8.880 13.339 -11.494  0.0887
H: 8.331 13.890 -8.942  0.1158
H: 9.897 14.497 -9.516  0.1107
H: 8.856 16.673 -9.964  0.1144
H: 7.399 16.139 -9.264  0.0862
H: 8.622 17.329 -7.693  0.0591
H: 8.957 15.677 -7.064  0.0770
H: 10.159 16.633 -8.015  0.0741
C: 1.264 4.259 -13.018  -0.0926
C: 1.433 5.791 -12.838  -0.2766
C: 2.795 6.181 -13.281  -0.2544
C: 2.999 7.689 -13.419  -0.1962
C: 4.445 8.146 -13.790  -0.2231
C: 4.478 9.633 -14.195  -0.1063
H: 1.914 3.718 -12.331  0.0736
H: 1.492 3.965 -14.043  0.0685
H: 0.207 4.048 -12.854  0.0522
H: 0.614 6.340 -13.301  0.1035
H: 1.380 6.044 -11.779  0.1070
H: 2.946 5.705 -14.249  0.1093
H: 3.525 5.756 -12.592  0.1213
H: 2.258 8.068 -14.123  0.0929
H: 2.762 8.067 -12.424  0.0909
H: 5.063 7.936 -12.917  0.0923
H: 4.907 7.500 -14.536  0.1011
H: 3.855 9.942 -15.035  0.0433
H: 4.244 10.225 -13.311  0.0579
H: 5.497 9.817 -14.534  0.0739
C: 2.090 16.494 -15.387  0.0160
C: 0.750 15.899 -15.717  -0.5619
O: -0.236 16.086 -14.982  0.0110
N: 0.651 15.014 -16.678  0.0037
C: -0.360 14.092 -17.031  -0.0537
H: 2.015 17.552 -15.640  0.0913
H: 2.867 16.080 -16.029  0.0658
H: 2.280 16.465 -14.314  0.0869
H: 1.412 14.951 -17.339  0.1282
H: -1.203 14.676 -17.402  0.0919
H: -0.712 13.474 -16.205  0.0873
H: 0.159 13.420 -17.715  0.0979
C: -1.327 13.562 -12.802  0.0335
C: 0.126 13.152 -12.699  -0.5436
O: 0.388 12.155 -12.069  0.0307
N: 1.069 13.926 -13.279  0.0553
C: 2.496 13.658 -13.210  -0.0622
H: -1.707 13.779 -11.804  0.0750
H: -1.913 12.784 -13.292  0.0832
H: -1.516 14.472 -13.372  0.0575
H: 0.789 14.682 -13.887  0.0687
H: 2.827 13.503 -12.183  0.0791
H: 3.103 14.427 -13.688  0.0705
H: 2.704 12.728 -13.740  0.0468
C: -5.022 11.132 -10.711  0.0083
C: -5.005 11.315 -12.238  -0.5618
O: -5.319 12.371 -12.758  0.0335
N: -4.585 10.229 -12.857  0.0119
C: -4.321 10.210 -14.271  -0.0572
H: -5.162 10.099 -10.392  0.0582
H: -5.853 11.657 -10.240  0.0847
H: -4.089 11.523 -10.305  0.0553
H: -4.600 9.330 -12.395  0.0749
H: -5.210 9.872 -14.803  0.0871
H: -3.538 9.488 -14.503  0.0732
H: -3.967 11.200 -14.559  0.0767
C: 4.415 12.896 -16.092  -0.0033
C: 5.596 13.733 -16.495  -0.5391
O: 6.708 13.505 -16.024  0.0324
N: 5.391 14.740 -17.394  0.0123
C: 6.485 15.681 -17.848  -0.0431
H: 4.393 11.960 -16.650  0.0894
H: 3.478 13.347 -16.419  0.0573
H: 4.383 12.656 -15.030  0.0598
H: 4.508 14.798 -17.881  0.1132
H: 6.360 16.643 -17.350  0.0754
H: 6.557 15.792 -18.930  0.0747
H: 7.474 15.305 -17.584  0.0758
C: -0.936 16.937 -11.685  0.0113
C: -2.160 17.620 -12.345  -0.5248
O: -3.126 16.947 -12.594  0.0428
N: -2.120 18.946 -12.633  -0.0175
C: -3.151 19.727 -13.149  -0.1020
H: -1.218 16.135 -11.003  0.0682
H: -0.365 17.644 -11.083  0.0663
H: -0.273 16.472 -12.415  0.0512
H: -1.203 19.368 -12.598  0.1384
H: -2.988 20.763 -12.850  0.0837
H: -4.109 19.419 -12.732  0.0953
H: -3.093 19.749 -14.238  0.0882
C: -4.231 14.764 -15.483  -0.0801
O: -3.564 13.890 -16.401  -0.2478
P: -4.271 13.503 -17.815  0.5036
O: -4.914 14.680 -18.495  -0.2626
O: -3.015 12.863 -18.657  -0.2568
C: -3.017 12.892 -20.101  -0.1100
O: -5.247 12.241 -17.415  -0.2288
C: -5.555 11.197 -18.376  -0.0877
H: -4.747 14.140 -14.753  0.0779
H: -5.016 15.422 -15.854  0.0898
H: -3.464 15.358 -14.985  0.0785
H: -2.101 13.316 -20.511  0.0801
H: -3.767 13.541 -20.552  0.0856
H: -2.970 11.893 -20.534  0.0803
H: -5.379 11.460 -19.419  0.0809
H: -6.635 11.046 -18.356  0.0860
H: -5.162 10.224 -18.083  0.0836
C: -1.946 14.511 -5.833  -0.1120
O: -1.579 13.796 -7.010  -0.2265
P: -2.782 13.355 -8.058  0.5214
O: -3.682 12.225 -7.566  -0.2776
O: -1.999 13.050 -9.427  -0.2291
C: -1.363 11.810 -9.500  -0.1342
O: -3.588 14.737 -8.427  -0.2366
C: -4.423 14.891 -9.593  -0.0667
H: -1.904 13.978 -4.883  0.0865
H: -2.977 14.861 -5.855  0.0844
H: -1.208 15.312 -5.797  0.0789
H: -0.300 12.049 -9.486  0.0783
H: -1.539 11.295 -10.444  0.0650
H: -1.603 11.031 -8.776  0.0874
H: -5.382 15.355 -9.365  0.0888
H: -4.678 13.937 -10.055  0.0705
H: -3.966 15.573 -10.309  0.0758
C: 5.048 18.233 -8.872  -0.1350
O: 4.253 17.105 -9.057  -0.2096
P: 2.798 17.052 -8.390  0.4682
O: 1.882 18.019 -9.069  -0.2476
O: 3.095 17.357 -6.846  -0.1942
C: 2.050 16.957 -5.940  -0.1109
O: 2.353 15.461 -8.316  -0.2072
C: 1.641 14.860 -9.350  -0.1243
H: 5.352 18.495 -9.885  0.0945
H: 5.981 17.989 -8.364  0.0765
H: 4.663 19.131 -8.390  0.0967
H: 1.840 17.719 -5.188  0.0876
H: 2.338 16.134 -5.286  0.0884
H: 1.064 16.652 -6.289  0.0782
H: 1.964 13.875 -9.687  0.0834
H: 1.687 15.528 -10.209  0.0747
H: 0.567 14.750 -9.205  0.0829
C: 2.315 7.995 -18.055  -0.1153
O: 1.028 7.720 -17.513  -0.2140
P: 0.223 8.829 -16.585  0.4883
O: -0.704 8.298 -15.590  -0.2233
O: 1.448 9.763 -16.016  -0.2511
C: 1.100 10.711 -14.993  -0.0976
O: -0.548 9.746 -17.680  -0.2283
C: -1.927 9.664 -17.962  -0.1072
H: 2.989 8.428 -17.316  0.0713
H: 2.373 8.616 -18.950  0.0896
H: 2.739 7.013 -18.267  0.0903
H: 1.489 11.674 -15.326  0.0690
H: 1.704 10.483 -14.115  0.0725
H: 0.040 10.904 -14.832  0.0928
H: -2.323 8.744 -17.532  0.0859
H: -2.096 9.632 -19.039  0.0872
H: -2.447 10.539 -17.574  0.0742
C: -3.398 8.313 -8.345  -0.1150
O: -2.726 7.379 -9.157  -0.2064
P: -2.712 7.641 -10.770  0.5282
O: -4.007 7.862 -11.432  -0.2253
O: -1.581 8.819 -10.958  -0.2273
C: -1.144 9.160 -12.249  -0.1168
O: -1.884 6.310 -11.251  -0.2181
C: -2.246 5.057 -10.714  -0.1236
H: -2.850 8.873 -7.586  0.0878
H: -4.081 7.739 -7.718  0.0933
H: -3.906 9.129 -8.860  0.0670
H: -1.450 8.421 -12.991  0.0737
H: -0.055 9.109 -12.231  0.0792
H: -1.508 10.156 -12.499  0.0759
H: -1.666 4.241 -11.145  0.0796
H: -3.317 4.863 -10.777  0.0930
H: -1.973 4.950 -9.664  0.0833

Summary:
Multiplicity: 1
HOMO energy: -8.91 eV
Strongest force on any atom: 3.50 eV/Å
E_tot: -5764.07299 a.u.